{
  "formula": "C12H34NO11",
  "method": "ωB97M-V/def2-TZVPD",
  "homo_energy_ev": -7.048,
  "relative_energy_kcal_mol": 0.0,
  "total_charge": -1,
  "total_energy_ha": -1359.948474,
  "lumo_ev": 2.9,
  "fmax_ha_per_bohr": 0.0279,
  "species": ["O", "O", "O", "O", "O", "O", "O", "O", "O", "O", "O", "N", "C", "C", "C", "C", "C", "C", "C", "C", "C", "C", "C", "C", "H", "H", "H", "H", "H", "H", "H", "H", "H", "H", "H", "H", "H", "H", "H", "H", "H", "H", "H", "H", "H", "H", "H", "H", "H", "H", "H", "H", "H", "H", "H", "H", "H", "H"],
  "xyz": [[-4.37, -0.17, 1.30], [-2.08, -3.44, -0.03], [0.53, 0.21, 0.98], [-0.23, 0.26, -1.05], [3.35, 0.17, 1.17], [-1.48, -0.53, 0.55], [1.20, -0.35, 3.70], [-2.53, 2.22, 1.87], [3.52, 0.76, 5.29], [-3.68, -4.09, -3.28], [-1.54, 0.33, -3.53], [-0.41, -0.02, 0.16], [0.47, 1.41, -4.33], [-4.61, 1.21, 1.12], [-2.76, -3.49, -2.37], [2.14, 0.82, 5.58], [4.45, 2.26, 0.82], [1.33, 0.94, 4.31], [0.24, -1.09, -4.28], [3.93, 0.97, 0.16], [-0.49, 0.25, -4.50], [-3.04, -3.93, -0.94], [5.08, 0.24, -0.51], [-3.91, 2.04, 2.19], [-4.06, -3.66, -0.65], [0.33, 1.35, 4.52], [-2.13, 1.35, 1.79], [5.80, 0.97, -0.88], [-3.47, -0.39, 1.04], [-4.55, -3.75, -3.06], [1.93, 1.69, 6.20], [1.02, 1.36, -3.38], [-5.69, 1.38, 1.14], [-4.02, 1.60, 3.18], [0.77, -0.16, 2.85], [-1.08, 0.37, -2.66], [-0.07, 2.36, -4.29], [0.67, -1.12, -3.28], [5.30, 2.07, 1.47], [-4.35, 3.04, 2.23], [-0.52, -1.87, -4.33], [4.71, 3.01, 0.07], [-0.93, 0.24, -5.50], [3.66, 0.29, 4.46], [0.98, -1.34, -5.04], [2.38, 0.29, 1.15], [3.69, 2.70, 1.47], [-2.21, -2.48, 0.01], [5.70, -0.26, 0.25], [-2.99, -5.02, -0.91], [3.19, 1.23, -0.60], [1.78, -0.04, 6.15], [1.78, 1.63, 3.59], [-4.25, 1.51, 0.13], [1.24, 1.36, -5.10], [-2.77, -2.40, -2.50], [-1.75, -3.79, -2.67], [4.78, -0.51, -1.24]],
  "lowdin_charge": [-0.08, -0.06, -0.04, -0.02, -0.06, -0.03, -0.08, -0.07, -0.07, -0.08, -0.08, -0.50, -0.07, -0.24, -0.25, -0.26, -0.07, -0.26, -0.06, -0.50, -0.49, -0.26, -0.07, -0.25, 0.12, 0.12, 0.06, 0.07, 0.04, 0.08, 0.11, 0.07, 0.11, 0.12, 0.04, 0.04, 0.08, 0.07, 0.08, 0.11, 0.07, 0.07, 0.13, 0.08, 0.07, 0.04, 0.07, 0.05, 0.08, 0.12, 0.13, 0.12, 0.12, 0.12, 0.08, 0.12, 0.12, 0.07]
}

{
  "formula": "C30H37F3NO9SbTi",
  "method": "ωB97M-V/def2-TZVPD",
  "homo_energy_ev": -2.290,
  "relative_energy_kcal_mol": 0.0,
  "total_charge": -2,
  "total_energy_ha": -3286.755541,
  "lumo_ev": 4.2,
  "fmax_ha_per_bohr": 0.0107,
  "species": ["Sb", "Ti", "F", "F", "F", "O", "O", "O", "O", "O", "O", "O", "O", "O", "N", "C", "C", "C", "C", "C", "C", "C", "C", "C", "C", "C", "C", "C", "C", "C", "C", "C", "C", "C", "C", "C", "C", "C", "C", "C", "C", "C", "C", "C", "C", "H", "H", "H", "H", "H", "H", "H", "H", "H", "H", "H", "H", "H", "H", "H", "H", "H", "H", "H", "H", "H", "H", "H", "H", "H", "H", "H", "H", "H", "H", "H", "H", "H", "H", "H", "H", "H"],
  "xyz": [[1.80, -1.12, -2.73], [0.53, 0.69, 0.69], [-8.68, 2.99, 2.79], [-9.11, 1.01, 2.03], [-8.58, 1.30, 4.12], [0.03, 1.99, -0.52], [-0.18, -1.05, -0.05], [3.12, 2.85, 0.86], [3.56, -2.21, 0.49], [-0.12, 1.97, 3.97], [0.33, -0.51, 2.64], [-0.27, -3.22, -0.54], [1.26, 1.34, -0.87], [2.39, -0.32, 0.75], [1.32, 2.11, 2.14], [-2.74, 1.14, 1.55], [0.35, -2.60, 1.69], [-4.12, 1.27, 1.88], [-0.03, -2.30, 0.23], [2.48, -2.67, -4.15], [2.45, 4.13, 2.78], [2.28, 1.72, -3.99], [-5.12, 1.10, 0.90], [2.65, -1.55, 0.99], [0.74, 2.53, 3.31], [4.14, 0.79, -2.59], [3.94, -2.99, -3.84], [-0.83, -2.07, -3.90], [1.51, -1.12, 3.17], [1.80, -2.18, 2.11], [-6.46, 1.22, 1.22], [-1.56, 1.02, 1.27], [1.33, 3.87, 3.77], [-5.87, 1.68, 3.50], [3.05, 0.46, -3.61], [-8.28, 1.70, 2.86], [2.30, -2.37, -5.63], [0.99, -1.75, 4.47], [-6.84, 1.51, 2.52], [-0.49, -1.69, 2.60], [-0.44, -2.17, 4.05], [-0.90, 0.31, -3.15], [2.36, 2.96, 1.79], [-0.06, -0.76, -3.83], [-4.53, 1.56, 3.19], [-1.19, -1.65, 4.65], [-0.61, -3.24, 4.13], [-0.32, -2.83, -4.50], [-0.98, -2.49, -2.89], [1.27, -2.12, -5.89], [4.83, 1.54, -2.98], [1.79, 2.14, -3.11], [-7.21, 1.08, 0.45], [-6.17, 1.91, 4.52], [0.21, -0.43, -4.84], [-3.77, 1.69, 3.95], [3.70, 1.18, -1.67], [0.96, -1.00, 5.26], [4.09, -3.21, -2.78], [-4.81, 0.87, -0.11], [2.61, -3.22, -6.26], [1.87, -3.54, -3.89], [4.72, -0.10, -2.31], [-1.16, 0.01, -2.13], [1.65, 3.77, 4.81], [-1.47, -1.43, 2.22], [-0.40, 1.27, -3.07], [0.17, -3.66, 1.86], [3.51, 0.04, -4.51], [4.59, -2.14, -4.08], [2.35, 5.06, 2.22], [1.62, -2.58, 4.79], [-1.84, 0.46, -3.70], [1.52, 1.52, -4.74], [2.92, -1.51, -5.94], [-1.82, -1.91, -4.34], [0.53, 4.61, 3.73], [2.28, -0.36, 3.28], [4.30, -3.85, -4.42], [2.96, 2.48, -4.38], [3.45, 4.12, 3.23], [2.36, -3.04, 2.50]],
  "lowdin_charge": [1.62, 1.01, 0.11, 0.11, 0.11, -0.33, -0.16, 0.06, 0.02, 0.03, -0.17, 0.03, -0.38, -0.12, 0.07, -0.11, -0.08, -0.24, -0.59, -0.59, -0.10, -0.16, -0.02, -0.62, -0.50, -0.17, -0.19, -0.17, -0.25, -0.09, -0.03, 0.01, -0.11, -0.03, -0.56, -0.58, -0.17, -0.09, -0.16, -0.24, -0.09, -0.16, -0.49, -0.57, -0.02, 0.11, 0.11, 0.05, 0.06, 0.04, 0.06, 0.06, 0.11, 0.11, 0.06, 0.12, 0.06, 0.11, 0.06, 0.12, 0.06, 0.07, 0.06, 0.06, 0.11, 0.15, 0.05, 0.14, 0.06, 0.06, 0.11, 0.11, 0.07, 0.05, 0.06, 0.06, 0.11, 0.16, 0.06, 0.06, 0.11, 0.14]
}

{
  "formula": "C3H9O3",
  "method": "ωB97M-V/def2-TZVPD",
  "homo_energy_ev": -3.119,
  "relative_energy_kcal_mol": 7.9,
  "total_charge": -1,
  "total_energy_ha": -345.421042,
  "lumo_ev": 3.8,
  "fmax_ha_per_bohr": 0.0314,
  "species": ["O", "O", "O", "C", "C", "C", "H", "H", "H", "H", "H", "H", "H", "H", "H"],
  "xyz": [[-0.88, 0.73, -1.28], [-3.40, 0.03, -0.89], [2.35, 0.65, 1.83], [1.06, 0.51, 1.24], [-0.38, -0.38, -0.69], [1.09, -0.16, -0.13], [0.62, 1.51, 1.18], [1.59, -1.13, -0.09], [0.45, -0.13, 1.89], [-0.97, -0.72, 0.19], [-0.25, -1.19, -1.44], [-2.51, 0.39, -1.18], [2.96, 0.28, 1.19], [-3.30, -0.92, -0.96], [1.56, 0.53, -0.85]],
  "lowdin_charge": [-0.34, -0.15, -0.11, -0.30, -0.50, -0.21, 0.11, 0.10, 0.10, 0.09, 0.08, -0.02, 0.06, -0.01, 0.10]
}

{
  "formula": "C8H12P2",
  "method": "ωB97M-V/def2-TZVPD",
  "smiles": "[PH2]#[PH]c1ccccc1.C=C",
  "homo_energy_ev": -8.585,
  "relative_energy_kcal_mol": 12.5,
  "total_charge": 0,
  "total_energy_ha": -994.625714,
  "lumo_ev": 0.9,
  "fmax_ha_per_bohr": 0.0996,
  "species": ["P", "P", "C", "C", "C", "C", "C", "C", "C", "C", "H", "H", "H", "H", "H", "H", "H", "H", "H", "H", "H", "H"],
  "xyz": [[0.32, -1.95, 2.93], [0.25, 0.10, 2.16], [-0.96, -0.07, 0.71], [-1.94, 0.91, 0.57], [-2.50, -0.02, -1.58], [-1.63, -1.05, -1.39], [3.50, 1.02, -0.70], [-0.81, -1.00, -0.29], [2.59, 0.76, -1.68], [-2.64, 1.05, -0.66], [1.02, -1.45, 4.07], [1.27, 0.21, 1.23], [3.36, 1.45, 0.21], [-1.55, -2.00, -1.90], [-2.13, 1.75, 1.40], [4.44, 0.65, -0.97], [1.55, 1.10, -1.58], [-0.88, -1.85, 3.64], [-2.93, 0.01, -2.65], [2.90, 0.17, -2.45], [0.14, -1.60, -0.16], [-3.37, 1.81, -0.89]],
  "lowdin_charge": [0.46, 0.61, -0.54, -0.14, -0.11, -0.12, -0.04, -0.17, -0.04, -0.08, -0.17, -0.14, 0.00, 0.11, 0.13, 0.02, 0.05, -0.17, 0.13, 0.01, 0.11, 0.09]
}